i) This record from OMol25 describes one molecule with the formula CH4N2. The level of theory is ωB97M-V/def2-TZVPD.

Output
E_HOMO = -9.4 eV
LUMO = 1.03 eV
HOMO-LUMO gap = 10.45 eV
Structure (SMILES) = [H]/N=C\N

Element x y z (Å)
H  1.4374  -0.9282  0.5114
N  0.7192  -1.3324  -0.0881
C  -0.1623  -0.4437  -0.3122
N  -0.2474  0.8464  0.1238
H  -0.9899  -0.7652  -1.0019
H  -1.1445  1.3161  0.0684
H  0.3875  1.3072  0.6985



ii) This record from OMol25 describes CH4N2 as an isolated structure. The level of theory is ωB97M-V/def2-TZVPD.

Output
E_HOMO = -9.1 eV
LUMO = -0.25 eV
HOMO-LUMO gap = 8.87 eV

Element x y z (Å)
N  1.3656  0.2550  -0.0291
C  0.1926  -0.4065  -0.1976
N  -1.2318  -0.0499  -0.0167
H  -0.5799  0.1380  -1.0094
H  1.4405  0.7426  0.8489
H  0.1864  -1.5068  -0.0789
H  -1.3734  0.8277  0.4828



iii) This record from OMol25 describes one molecule with the formula CH4N2. The level of theory is ωB97M-V/def2-TZVPD.

Output
E_HOMO = -8.6 eV
LUMO = 1.20 eV
HOMO-LUMO gap = 9.77 eV
Structure (SMILES) = C=NN

Element x y z (Å)
C  1.1911  0.1389  0.0751
N  0.0327  -0.4726  -0.0227
N  -1.1137  0.1133  -0.0925
H  2.2018  -0.3118  -0.2607
H  1.1745  1.1846  0.1629
H  -1.7845  -0.3949  0.5532
H  -1.1718  1.2041  -0.0998



Winner for stability: i)



i) This record from OMol25 describes one molecule with the formula C8H14. The level of theory is ωB97M-V/def2-TZVPD.

Output
E_HOMO = -8.4 eV
LUMO = 1.12 eV
HOMO-LUMO gap = 9.48 eV
Structure (SMILES) = C=C/C=C(/C)CCC

Element x y z (Å)
C  -0.7655  -3.1643  0.0226
C  -0.5732  -1.8610  0.2291
C  0.3933  -1.0821  -0.5629
C  0.3434  0.2031  -0.9032
C  1.4644  0.7891  -1.7111
C  -0.6648  1.1696  -0.3606
C  -0.0636  2.0117  0.7963
C  -0.2233  1.3465  2.1634
H  -0.1814  -3.7171  -0.6913
H  -1.4671  -3.7827  0.5641
H  -1.4302  -1.3770  0.6486
H  1.0693  -1.8018  -1.0188
H  2.3622  0.1919  -1.8428
H  1.7517  1.7381  -1.2470
H  1.1405  1.0860  -2.7170
H  -0.9312  1.8775  -1.1465
H  -1.5566  0.6728  0.0029
H  -0.4644  3.0226  0.8098
H  1.0143  2.0052  0.6543
H  -1.2404  1.4248  2.5519
H  0.0198  0.2835  2.1434
H  0.4201  1.8479  2.8880



ii) This record from OMol25 describes one molecule with the formula C8H14. The level of theory is ωB97M-V/def2-TZVPD.

Output
E_HOMO = -8.6 eV
LUMO = 1.25 eV
HOMO-LUMO gap = 9.87 eV
Structure (SMILES) = C/C=C/C=C/CCC

Element x y z (Å)
C  -0.4939  -0.0523  4.3038
C  -0.9275  -0.0406  2.8549
C  -0.3068  0.6903  1.9333
C  -0.7055  0.6365  0.5004
C  0.2256  0.5616  -0.4384
C  -0.0761  0.6463  -1.9169
C  0.0783  -0.7276  -2.5931
C  1.3840  -0.7973  -3.4209
H  0.5413  0.2791  4.3756
H  -0.5557  -1.0459  4.7471
H  -1.1776  0.5508  4.9086
H  -1.8288  -0.6337  2.7238
H  0.4902  1.3205  2.3166
H  -1.7691  0.8165  0.3876
H  1.2778  0.5516  -0.1732
H  -1.1477  0.7937  -1.9724
H  0.4055  1.4705  -2.4355
H  -0.7684  -0.9482  -3.2461
H  0.1404  -1.6305  -1.9871
H  1.6253  0.0907  -4.0087
H  1.3708  -1.6201  -4.1361
H  2.2181  -0.9120  -2.7236



iii) This record from OMol25 describes a 2-piece molecular cluster, C8H14 overall. The level of theory is ωB97M-V/def2-TZVPD.

Output
E_HOMO (spin up / spin down) = -8.2 / -7.2 eV
LUMO (spin up / spin down) = 0.91 / -0.36 eV
HOMO-LUMO gap (spin up / spin down) = 9.15 / 6.86 eV

Element x y z (Å)
C  1.6073  0.4183  1.5506
C  1.4307  1.2897  -0.5381
C  1.8754  0.0482  0.1204
C  0.5449  0.6350  0.4967
C  2.4524  -1.2017  -0.3025
C  -2.2758  0.9350  -0.9376
C  -2.1341  -1.2465  0.2431
C  -2.2092  0.1957  0.2985
H  1.4527  -0.3717  2.3005
H  2.0928  1.2411  2.0471
H  1.8503  2.3093  -0.3614
H  1.3152  1.2299  -1.6804
H  2.1609  -1.9638  0.2932
H  3.5870  -1.2201  -0.3594
H  2.1269  -1.4712  -1.3849
H  -2.9681  1.8260  -0.9488
H  -2.6318  0.1408  -1.6676
H  -1.3189  1.1861  -1.1001
H  -3.2340  -1.5689  0.1756
H  -1.6780  -1.5078  1.1449
H  -1.5447  -1.4804  -0.5965
H  -2.5019  0.5771  1.2068



iv) This record from OMol25 describes one molecule with the formula C8H14. The level of theory is ωB97M-V/def2-TZVPD.

Output
E_HOMO = -8.4 eV
LUMO = 0.99 eV
HOMO-LUMO gap = 9.37 eV
Structure (SMILES) = C=C(CC)/C(C)=C\C

Element x y z (Å)
C  2.2234  0.5914  -0.1352
C  0.9907  0.2723  0.1995
C  0.3567  0.5186  1.5161
C  -0.5720  -0.5292  2.2257
C  0.0747  -0.4797  -0.8202
C  0.0671  -1.9327  -0.6930
C  -0.7078  0.1954  -1.6071
C  -1.3157  1.5568  -1.6825
H  2.6322  0.9342  0.7479
H  2.8647  0.3865  -1.0086
H  0.9411  0.9341  2.3513
H  -0.2485  1.4649  1.3462
H  -1.4463  -0.7164  1.5784
H  -0.7813  -0.0250  3.2945
H  -0.1436  -1.5868  2.4072
H  0.8965  -2.3383  -0.1009
H  -0.7701  -2.3158  -0.0582
H  -0.0896  -2.4770  -1.7168
H  -0.8698  -0.3444  -2.6494
H  -2.1982  1.6339  -2.4126
H  -0.3245  2.1334  -1.9936
H  -1.5798  2.1239  -0.7887



Winner for stability: i)



i) This record from OMol25 describes a 4-piece molecular cluster, C2H11O3S overall. The level of theory is ωB97M-V/def2-TZVPD.

Output
<S²> = 0.753
E_HOMO (spin up / spin down) = -10.3 / -9.9 eV
LUMO (spin up / spin down) = 0.46 / -2.82 eV
HOMO-LUMO gap (spin up / spin down) = 10.78 / 7.10 eV
Spin multiplicity = 2

Element x y z (Å)
C  0.6517  -1.4490  1.7749
C  -0.2325  -1.6403  0.5280
S  0.6670  -1.3879  -1.0400
H  1.2921  -0.5639  1.6673
H  1.3229  -2.2688  2.0121
H  0.0511  -1.3103  2.6786
H  -1.1256  -1.0374  0.6077
H  -0.4622  -2.7028  0.5868
H  -1.9001  1.6505  -1.5085
H  -0.7498  0.8080  -1.1735
O  -1.3322  1.4821  -0.7576
H  -0.8078  2.7385  0.7695
H  -1.0549  1.7693  1.8400
O  -0.8307  2.6916  1.7328
H  1.7520  1.0867  -2.9915
H  1.1887  -0.2642  -3.0602
O  1.5703  0.3978  -3.6663



ii) This record from OMol25 describes a 4-piece molecular cluster, C2H11O3S overall. The level of theory is ωB97M-V/def2-TZVPD.

Output
<S²> = 0.753
E_HOMO (spin up / spin down) = -10.4 / -10.1 eV
LUMO (spin up / spin down) = 0.44 / -3.20 eV
HOMO-LUMO gap (spin up / spin down) = 10.88 / 6.89 eV
Spin multiplicity = 2

Element x y z (Å)
C  -0.0643  -1.6071  0.9847
C  -0.4023  -1.1051  -0.4298
S  -0.6938  0.7158  -0.5518
H  0.8193  -2.3612  1.0131
H  0.0712  -0.7323  1.7110
H  -0.8859  -2.1743  1.3840
H  0.4174  -1.3647  -1.2165
H  -1.2985  -1.5572  -0.7851
H  -0.8779  1.2757  2.7809
H  -0.4059  1.7178  1.2734
O  -0.1817  1.8357  2.2864
H  -1.7443  1.1867  -3.9573
H  -0.8203  0.4961  -2.9290
O  -0.9000  0.6614  -3.9451
H  2.4371  1.4957  1.3657
H  1.8957  0.8306  0.1655
O  2.6342  0.6863  0.8500



Winner for stability: i)



i) This record from OMol25 describes a 4-piece molecular cluster, CH8O4 overall. The level of theory is ωB97M-V/def2-TZVPD.

Output
E_HOMO = -10.1 eV
LUMO = 0.61 eV
HOMO-LUMO gap = 10.67 eV
Structure (SMILES) = C=O.O.O.O

Element x y z (Å)
C  -2.3645  2.1305  -0.8129
O  -1.4864  2.4860  -0.0817
H  -2.5949  2.6702  -1.7474
H  -2.9746  1.2339  -0.6088
O  1.7674  -1.0892  1.7247
H  1.5924  -2.0253  1.8753
H  2.2513  -1.0908  0.8888
O  2.4033  -0.1057  -1.3013
H  2.8550  0.6505  -0.9065
H  1.5596  0.2802  -1.5675
O  -1.1288  -1.4488  0.5672
H  -0.2954  -1.4589  1.0686
H  -1.5845  -2.2325  0.9015



ii) This record from OMol25 describes a 4-piece molecular cluster, CH8O4 overall. The level of theory is ωB97M-V/def2-TZVPD.

Output
E_HOMO = -10.6 eV
LUMO = 0.56 eV
HOMO-LUMO gap = 11.19 eV
Structure (SMILES) = C=O.O.O.O

Element x y z (Å)
C  0.0977  -0.8989  -1.6057
O  0.3074  -2.0544  -1.3483
H  0.6055  -0.3441  -2.4094
H  -0.6082  -0.2824  -1.0386
O  -0.1259  0.9682  1.5371
H  -0.7502  1.5130  1.9689
H  -0.4460  0.0522  1.7074
O  -0.0254  -1.7766  1.4728
H  0.1949  -1.9579  0.5403
H  0.7893  -1.9787  1.9645
O  0.2487  2.3117  -1.2273
H  0.3998  1.8825  -0.3684
H  -0.6877  2.5655  -1.1934



Winner for stability: ii)